Computed, not measured: 2 unconnected molecules or ions with the total composition C3H10IPSi, with ωB97M-V with the def2-TZVPD basis set.

Computed properties:
ΔE to the lowest compared entry with this formula, charge and spin (kcal per mole): 64.5
Frontier orbital gap (spin up / spin down) (eV): 7.79 / 5.84
E_tot (Eh): -1048.77481
Maximum force (eV Å⁻¹): 3.20

Last column: Mulliken charge in e.
Atoms and positions in Å:
C1 -0.305 0.456 1.847  -1.116
C2 0.900 0.633 -0.931  -0.954
C3 -1.566 -1.303 -0.391  -1.130
Si1 0.005 -0.507 0.280  0.521
P1 1.711 -1.804 1.083  -0.144
I1 4.505 0.125 -0.843  -0.040
H1 -1.235 0.141 2.362  0.330
H2 0.429 0.229 2.619  0.340
H3 -0.375 1.596 1.788  0.295
H4 1.781 0.995 -0.488  0.214
H5 1.145 0.253 -1.946  0.323
H6 0.133 1.397 -1.124  0.283
H7 -1.472 -1.046 -1.428  0.271
H8 -1.683 -2.292 -0.190  0.428
H9 -2.466 -0.921 0.112  0.330
H10 1.597 -2.742 0.085  0.051


Computed, not measured: a molecular structure, CH3InN3O8, with ωB97M-V with the def2-TZVPD basis set.

Computed properties:
ΔE to the lowest compared entry with this formula, charge and spin (kcal per mole): 35.2
Frontier orbital gap (eV): 2.56
Net charge: +1
E_tot (Eh): -995.31575
Maximum force (eV Å⁻¹): 2.92

Last column: Mulliken charge in e.
Atoms and positions in Å:
In1 1.296 -6.692 -0.748  0.997
N1 2.875 -1.853 0.986  1.187
O1 2.506 -2.796 1.669  -0.434
O2 2.911 -2.029 -0.203  -0.400
O3 3.200 -0.770 1.470  -0.372
N2 -1.821 -1.692 -1.722  1.112
O4 -1.024 -1.077 -2.495  -0.350
O5 -1.488 -2.676 -1.088  -0.398
O6 -2.960 -1.329 -1.564  -0.345
C1 -0.845 2.704 1.118  -0.654
N3 -0.685 3.315 -0.215  0.803
O7 0.385 2.961 -0.775  -0.490
O8 -1.499 4.092 -0.679  -0.484
H1 -1.760 3.148 1.511  0.321
H2 -0.057 3.051 1.785  0.280
H3 -1.034 1.643 0.951  0.228


Computed, not measured: a molecular structure, C34H31IInN8O3PS2Te, with ωB97M-V with the def2-TZVPD basis set.

Computed properties:
ΔE to the lowest compared entry with this formula, charge and spin (kcal per mole): 7.2
Frontier orbital gap (eV): 6.24
E_tot (Eh): -3871.78253
Maximum force (eV Å⁻¹): 0.24

Last column: Mulliken charge in e.
Atoms and positions in Å:
In1 0.455 0.268 0.583  0.880
C1 4.036 3.293 0.780  -2.083
C2 3.200 2.086 0.488  0.450
N1 2.014 1.965 0.952  1.010
N2 1.539 3.022 1.695  -1.311
C3 0.728 2.681 2.657  0.422
N3 0.147 3.716 3.338  -0.413
S1 0.293 1.073 3.129  -0.461
C4 3.736 0.988 -0.355  0.618
C5 5.105 0.790 -0.502  -0.782
C6 5.541 -0.246 -1.312  -0.808
C7 4.605 -1.038 -1.954  -1.029
C8 3.260 -0.775 -1.735  -0.629
N4 2.839 0.205 -0.947  0.909
H1 4.383 3.279 1.815  0.335
H2 3.418 4.183 0.669  0.407
H3 4.895 3.353 0.117  0.534
H4 0.592 4.615 3.245  0.258
H5 -0.256 3.492 4.231  0.247
H6 5.814 1.426 0.011  0.526
H7 6.600 -0.428 -1.443  0.453
H8 4.901 -1.845 -2.610  0.515
H9 2.486 -1.367 -2.212  0.507
I1 -0.681 -1.976 -1.732  0.245
C9 0.573 -3.329 -0.747  0.080
C10 0.555 -4.603 -1.248  -0.611
C11 1.407 -5.595 -0.729  -0.733
C12 2.266 -5.274 0.276  -0.902
C13 2.300 -3.966 0.816  0.848
C14 3.212 -3.689 1.864  -0.954
C15 3.258 -2.453 2.425  -1.279
C16 2.381 -1.449 1.962  -0.043
C17 1.480 -1.642 0.940  0.760
C18 1.435 -2.938 0.326  0.642
H10 -0.114 -4.847 -2.061  0.455
H11 1.377 -6.595 -1.141  0.408
H12 2.942 -6.015 0.686  0.380
H13 3.860 -4.488 2.206  0.352
H14 3.950 -2.232 3.228  0.464
H15 2.428 -0.485 2.458  0.260
S2 -7.204 1.093 2.776  0.120
N5 -6.249 -0.206 2.862  -0.703
C19 -5.081 0.145 2.353  0.723
C20 -3.924 -0.717 2.216  0.290
C21 -3.906 -2.047 2.634  -0.469
C22 -2.751 -2.776 2.476  -1.226
C23 -1.645 -2.159 1.896  -0.153
N6 -1.655 -0.901 1.488  0.516
C24 -2.767 -0.177 1.647  -0.175
C25 -2.716 1.231 1.222  -0.808
N7 -1.565 1.672 0.700  0.672
C26 -1.468 2.940 0.334  -0.332
C27 -2.517 3.847 0.473  -1.552
C28 -3.708 3.407 0.995  -0.789
C29 -3.820 2.070 1.379  0.554
C30 -5.030 1.506 1.945  0.707
N8 -6.161 2.157 2.152  -0.692
H16 -4.796 -2.476 3.075  0.535
H17 -2.687 -3.808 2.790  0.482
H18 -0.716 -2.698 1.756  0.430
H19 -0.521 3.251 -0.084  0.766
H20 -2.378 4.873 0.164  0.540
H21 -4.558 4.066 1.116  0.523
C31 3.833 3.187 -3.051  -0.807
C32 2.417 3.714 -3.035  -0.621
O1 1.619 2.975 -2.094  0.103
P1 0.448 1.966 -2.554  -0.930
O2 0.104 1.167 -1.322  0.181
Te1 0.958 0.829 -4.544  -0.252
O3 -0.852 2.911 -2.705  -0.146
C33 -1.120 3.730 -3.848  -0.336
C34 -0.905 5.191 -3.511  -0.932
H22 4.433 3.757 -3.763  0.497
H23 3.835 2.139 -3.351  0.130
H24 4.292 3.276 -2.065  0.053
H25 1.982 3.639 -4.034  0.473
H26 2.385 4.757 -2.713  0.298
H27 -2.160 3.545 -4.119  0.347
H28 -0.499 3.409 -4.687  0.296
H29 -1.532 5.485 -2.667  0.213
H30 -1.166 5.814 -4.368  0.400
H31 0.135 5.384 -3.248  0.149


Computed, not measured: a gas-phase ion, C10H15BO2PS (charge -1), with ωB97M-V with the def2-TZVPD basis set.

Computed properties:
Frontier orbital gap (eV): 7.84
Net charge: -1
E_tot (Eh): -1305.02667
Maximum force (eV Å⁻¹): 0.71

Last column: Mulliken charge in e.
Atoms and positions in Å:
S1 -3.257 -1.840 4.518  -0.457
P1 -3.395 -0.361 3.249  0.152
C1 -2.058 -0.034 2.030  0.092
C2 -2.443 -0.522 0.629  -0.932
O1 -1.211 -0.559 -0.047  -0.433
B1 -0.125 -0.387 0.982  0.857
C3 1.138 -1.371 0.766  -0.754
C4 1.582 -1.493 -0.708  -1.098
C5 1.698 -0.177 -1.441  0.678
C6 0.857 0.143 -2.498  -0.233
C7 0.968 1.359 -3.164  -0.635
C8 1.931 2.283 -2.779  -0.344
C9 2.777 1.979 -1.721  -0.607
C10 2.658 0.763 -1.062  -0.155
O2 -0.865 -0.671 2.292  -0.711
H1 -4.534 -0.453 2.428  0.044
H2 -3.609 0.877 3.879  0.054
H3 -1.925 1.065 1.969  0.222
H4 -2.851 -1.546 0.703  0.374
H5 -3.153 0.138 0.114  0.278
H6 0.258 0.807 1.041  -0.259
H7 1.980 -0.976 1.354  0.222
H8 0.945 -2.385 1.138  0.301
H9 0.857 -2.122 -1.235  0.318
H10 2.557 -1.997 -0.766  0.429
H11 0.084 -0.567 -2.780  0.269
H12 0.287 1.593 -3.979  0.331
H13 2.018 3.233 -3.295  0.354
H14 3.523 2.697 -1.393  0.345
H15 3.309 0.524 -0.225  0.296


Computed, not measured: a molecular structure, C5H5FS2, with ωB97M-V with the def2-TZVPD basis set.

Computed properties:
ΔE to the lowest compared entry with this formula, charge and spin (kcal per mole): 127.0
Frontier orbital gap (eV): 7.07
E_tot (Eh): -1089.52927
Maximum force (eV Å⁻¹): 4.97

Last column: Mulliken charge in e.
Atoms and positions in Å:
C1 -0.845 -0.631 0.179  0.369
C2 -2.204 -0.791 -0.233  -0.737
C3 0.378 -0.241 -0.892  -0.146
C4 0.603 0.990 -0.026  0.235
C5 1.853 0.707 0.771  -0.225
H1 -2.821 -1.025 0.636  0.313
H2 -2.488 -0.835 -1.545  0.217
H3 0.002 0.019 -1.950  0.339
H4 1.300 -0.962 -0.645  0.104
H5 1.748 1.377 1.911  0.257
F1 -0.418 -0.692 1.603  -0.260
S1 -0.216 2.324 0.171  -0.216
S2 3.108 -0.241 0.019  -0.250


Computed, not measured: C9H6O2 in the gas phase, with ωB97M-V with the def2-TZVPD basis set.

Computed properties:
ΔE to the lowest compared entry with this formula, charge and spin (kcal per mole): 89.3
Frontier orbital gap (eV): 9.27
E_tot (Eh): -496.88849
SMILES string: O=Cc1ccc2occc2c1
Maximum force (eV Å⁻¹): 6.84

Last column: Mulliken charge in e.
Atoms and positions in Å:
C1 2.955 -0.553 0.158  -0.137
C2 1.628 -0.018 -0.375  0.654
C3 1.308 1.418 -0.282  -0.349
C4 -0.046 1.773 -0.207  -0.508
C5 -1.067 0.729 -0.171  0.538
C6 -2.978 -0.166 0.192  0.033
C7 -2.267 -1.229 0.037  -0.579
C8 -0.855 -0.735 -0.475  -0.130
C9 0.634 -1.064 -0.383  -0.713
H1 3.128 -1.743 0.679  0.207
H2 2.129 1.960 0.216  0.329
H3 -0.216 2.784 0.027  0.409
H4 -4.145 -0.103 0.594  0.281
H5 -2.851 -2.178 0.005  0.325
H6 0.925 -2.026 -0.351  0.494
O1 4.049 0.082 0.211  -0.501
O2 -2.331 1.068 0.125  -0.352


Computed, not measured: 3 unconnected molecules or ions with the total composition CH10N2O2, with ωB97M-V with the def2-TZVPD basis set.

Computed properties:
ΔE to the lowest compared entry with this formula, charge and spin (kcal per mole): 15.0
Frontier orbital gap (eV): 10.78
E_tot (Eh): -304.05888
SMILES string: NCN.O.O
Maximum force (eV Å⁻¹): 3.11

Last column: Mulliken charge in e.
Atoms and positions in Å:
N1 -0.198 1.168 -2.014  -0.662
C1 -0.034 0.469 -0.690  -0.193
N2 -0.628 1.292 0.350  -0.695
H1 -0.078 2.147 -1.762  0.212
H2 -1.210 1.110 -2.140  0.262
H3 -0.336 -0.558 -0.874  0.358
H4 1.060 0.424 -0.634  0.247
H5 -0.211 2.207 0.234  0.228
H6 -0.375 0.963 1.272  0.234
H7 3.324 -2.678 0.393  0.320
H8 3.942 -1.810 1.479  0.318
O1 3.119 -2.238 1.222  -0.639
H9 -3.395 -1.296 0.818  0.312
H10 -2.266 -0.242 0.944  0.361
O2 -2.713 -0.958 1.403  -0.661


Computed, not measured: a gas-phase ion, C3H9N2O (charge -1), with ωB97M-V with the def2-TZVPD basis set.

Computed properties:
ΔE to the lowest compared entry with this formula, charge and spin (kcal per mole): 91.6
Frontier orbital gap (eV): 5.83
Net charge: -1
E_tot (Eh): -304.31995
SMILES string: CCN([O-])NC
Maximum force (eV Å⁻¹): 3.88

Last column: Mulliken charge in e.
Atoms and positions in Å:
C1 -1.863 0.588 0.481  -1.283
C2 1.916 -0.973 -0.140  -0.740
C3 -0.656 0.946 -0.395  -0.270
N1 0.955 -0.433 0.818  -0.455
N2 0.572 0.969 0.390  -0.084
O1 1.620 1.698 -0.133  -0.857
H1 -1.914 1.289 1.333  0.316
H2 -2.792 0.606 -0.124  0.330
H3 -1.750 -0.331 1.019  0.363
H4 1.327 -1.145 -0.954  0.241
H5 2.509 -0.078 -0.543  0.323
H6 2.634 -1.896 0.134  0.248
H7 -0.686 0.318 -1.330  0.295
H8 -0.691 1.986 -0.686  0.306
H9 1.116 -0.189 1.765  0.265


Computed, not measured: C5H10O2 in the gas phase, with ωB97M-V with the def2-TZVPD basis set.

Computed properties:
ΔE to the lowest compared entry with this formula, charge and spin (kcal per mole): 46.0
Frontier orbital gap (eV): 10.83
E_tot (Eh): -346.95208
SMILES string: C[C@@H](O)[C@H]1CCO1
Maximum force (eV Å⁻¹): 0.35

Last column: Mulliken charge in e.
Atoms and positions in Å:
C1 -2.094 -0.489 0.511  -1.288
C2 -1.115 0.242 -0.407  0.139
O1 -0.982 1.608 -0.055  -0.576
C3 0.230 -0.471 -0.390  -0.008
C4 1.489 0.271 -0.867  -0.598
C5 2.027 -0.052 0.533  -0.375
O2 0.746 -0.544 0.959  -0.448
H1 -3.039 0.056 0.571  0.347
H2 -2.294 -1.502 0.143  0.333
H3 -1.669 -0.573 1.517  0.290
H4 -1.496 0.246 -1.435  0.344
H5 -0.412 1.640 0.724  0.366
H6 0.118 -1.476 -0.823  0.439
H7 2.024 -0.168 -1.710  0.299
H8 1.313 1.335 -1.042  0.221
H9 2.359 0.788 1.154  0.253
H10 2.790 -0.840 0.559  0.260


Computed, not measured: a gas-phase ion, C2ClO3P (charge -2), with ωB97M-V with the def2-TZVPD basis set.

Computed properties:
ΔE to the lowest compared entry with this formula, charge and spin (kcal per mole): 55.6
Frontier orbital gap (spin up / spin down) (eV): 4.69 / 5.38
Net charge: -2
E_tot (Eh): -1103.36540
Maximum force (eV Å⁻¹): 4.80

Last column: Mulliken charge in e.
Atoms and positions in Å:
C1 1.419 0.926 0.202  -0.023
C2 -1.305 -0.464 0.884  -0.561
O1 0.893 -2.017 0.427  -0.758
O2 0.897 1.982 -0.096  -0.315
O3 0.477 -0.393 -1.532  -0.729
P1 0.148 -0.774 -0.041  0.701
Cl1 -2.530 0.740 0.156  -0.314


Computed, not measured: C2H3NO in the gas phase, with ωB97M-V with the def2-TZVPD basis set.

Computed properties:
ΔE to the lowest compared entry with this formula, charge and spin (kcal per mole): 178.7
Frontier orbital gap (spin up / spin down) (eV): 8.29 / 8.30
E_tot (Eh): -207.71295
Maximum force (eV Å⁻¹): 2.69

Last column: Mulliken charge in e.
Atoms and positions in Å:
C1 -0.582 -0.028 -0.440  -0.057
C2 0.908 0.070 -0.108  -0.660
N1 -2.610 -0.406 0.677  -0.176
O1 -1.538 -0.147 0.295  0.084
H1 1.353 -0.952 -0.242  0.250
H2 1.058 0.739 0.712  0.313
H3 1.412 0.724 -0.896  0.245


Computed, not measured: C20H25N5O3S in the gas phase, with ωB97M-V with the def2-TZVPD basis set.

Computed properties:
ΔE to the lowest compared entry with this formula, charge and spin (kcal per mole): 45.5
Frontier orbital gap (eV): 8.92
E_tot (Eh): -1674.80973
SMILES string: C=CCn1c(SCC(=O)N2CCOCC2)nnc1[C@@H](C)NC(=O)c1ccccc1
Maximum force (eV Å⁻¹): 1.24

Last column: Mulliken charge in e.
Atoms and positions in Å:
C1 -0.495 -4.554 0.148  -0.820
C2 0.295 -3.613 -0.330  0.167
C3 0.964 -2.577 0.527  -0.785
N1 0.417 -1.270 0.242  0.389
C4 -0.645 -0.685 0.858  0.434
N2 -0.910 0.481 0.329  -0.190
N3 -0.027 0.674 -0.663  -0.878
C5 0.756 -0.368 -0.728  0.317
C6 1.907 -0.509 -1.671  0.206
N4 3.045 0.227 -1.144  -0.162
C7 3.951 -0.342 -0.318  0.505
O1 3.937 -1.534 -0.058  -0.695
C8 4.994 0.581 0.211  0.493
C9 6.271 0.071 0.425  -0.389
C10 7.273 0.883 0.922  -0.536
C11 7.003 2.208 1.225  -0.382
C12 5.727 2.715 1.039  -0.712
C13 4.724 1.908 0.532  -0.381
H1 3.726 2.310 0.421  0.411
H2 5.512 3.742 1.292  0.391
H3 7.783 2.844 1.616  0.381
H4 8.264 0.483 1.077  0.388
H5 6.458 -0.966 0.193  0.410
H6 3.035 1.226 -1.279  0.339
C14 1.539 0.016 -3.053  -1.768
H7 0.747 -0.592 -3.480  0.388
H8 1.178 1.037 -2.970  0.385
H9 2.405 -0.017 -3.709  0.429
H10 2.217 -1.559 -1.721  0.337
S1 -1.520 -1.414 2.165  -0.228
C15 -2.934 -0.282 2.077  -0.783
C16 -3.546 -0.403 0.684  0.731
O2 -3.403 -1.408 0.017  -0.667
N5 -4.252 0.657 0.243  0.151
C17 -4.582 1.871 0.952  -0.525
H11 -4.269 1.824 1.992  0.434
C18 -6.104 2.079 0.897  -0.676
O3 -6.579 2.104 -0.425  -0.370
C19 -6.270 0.901 -1.096  -0.570
H12 -6.658 1.008 -2.109  0.349
C20 -4.761 0.658 -1.116  -0.729
H13 -4.525 -0.306 -1.567  0.370
H14 -4.265 1.459 -1.676  0.346
H15 -6.772 0.057 -0.599  0.325
H16 -6.373 3.040 1.338  0.357
H17 -6.598 1.270 1.458  0.347
H18 -4.083 2.716 0.461  0.211
H19 -2.553 0.717 2.277  0.410
H20 -3.637 -0.598 2.848  0.453
H21 2.045 -2.546 0.345  0.069
H22 0.785 -2.787 1.585  0.586
H23 0.474 -3.522 -1.393  0.244
H24 -0.973 -5.273 -0.493  0.253
H25 -0.694 -4.641 1.203  0.241